Here is 9 unconnected molecules or ions with the total composition C36H45N9 in a non-equilibrium geometry from the Open Molecules 2025 dataset. Energies are from ωB97M-V/def2-TZVPD.

```
90
Properties=species:S:1:pos:R:3:forces:R:3
C 4.8190 46.8680 13.0760 4.96 7.21 11.50
C 5.2880 48.3160 13.1300 -0.40 -0.75 0.25
C 5.8150 48.6860 14.4000 0.08 -1.82 -1.25
N 5.8130 47.4890 15.1800 -0.74 0.48 -1.27
C 5.2010 46.4240 14.4720 0.32 4.95 -3.81
H 4.6180 46.2210 12.4270 -2.08 -4.65 -5.73
H 5.2190 49.0470 12.2980 0.01 -0.73 0.67
H 6.3570 49.6520 14.7240 -1.21 -1.99 -0.54
H 6.2700 47.4670 16.1080 -0.86 -0.39 -1.06
H 5.0450 45.5140 14.9020 -0.15 -2.28 1.22
C 5.1470 46.1870 8.2970 -2.86 -4.28 -2.07
C 3.7440 46.2530 7.6410 3.70 -5.63 1.21
C 3.4080 44.8350 7.4050 2.18 3.47 2.29
N 4.4270 43.9480 7.9340 -0.75 12.38 -1.39
C 5.5160 44.7360 8.3610 -3.21 2.82 -0.57
H 5.7430 47.0470 8.4920 0.52 0.14 0.29
H 3.1520 47.0870 7.3760 -0.32 0.69 -0.09
H 2.4020 44.5400 7.1300 0.40 -0.68 -0.16
H 4.1260 43.0950 7.8020 -0.47 -4.32 -0.27
H 6.4220 44.2720 8.6790 0.32 -0.06 0.23
C 5.4900 41.5310 5.9380 0.33 1.40 2.80
C 4.0670 41.3650 5.9130 -3.20 -1.20 0.52
C 3.4590 41.4130 7.2620 2.48 -0.02 -1.61
N 4.5750 41.6460 8.1270 1.05 -2.88 -8.79
C 5.7910 41.7420 7.4240 -2.33 -1.33 -2.76
H 6.1890 41.7430 4.9970 -1.63 -0.77 2.60
H 3.3240 41.0130 5.0130 2.36 1.37 2.12
H 2.3810 41.4630 7.6700 2.14 -0.37 -0.87
H 4.4510 41.5130 9.0130 -0.42 -0.53 6.88
H 6.7000 41.9470 7.9890 -0.29 -0.17 -0.46
C -0.4070 42.9870 8.7720 0.42 2.17 2.98
C -1.0580 41.7170 9.0450 4.03 3.57 6.19
C -0.8110 41.4340 10.4910 -0.49 0.49 -1.23
N -0.1800 42.5350 11.0900 -4.42 1.67 -4.90
C 0.0130 43.6680 10.1750 -5.61 -7.70 -3.39
H -0.1230 43.4300 7.7270 -0.97 -0.75 2.32
H -1.4010 41.0470 8.3920 -1.32 -2.41 -2.46
H -1.0070 40.4780 11.1400 0.32 2.17 -1.56
H 0.0480 42.5070 12.0250 -0.24 0.37 1.85
H 0.5800 44.4790 10.3990 0.32 1.82 0.88
C 0.1040 42.5630 15.6570 1.70 -1.29 -2.26
C 0.2010 43.9990 15.2820 2.03 -1.98 -2.77
C 0.8500 43.9520 13.9020 -2.68 -0.99 5.48
N 1.0580 42.6660 13.5580 -0.57 -2.61 0.54
C 0.6370 41.6590 14.5230 -1.58 6.65 2.36
H -0.0540 42.0350 16.6430 -0.37 1.19 -1.20
H 0.0330 45.0050 15.8220 0.18 -2.27 -0.77
H 1.0810 44.8050 13.3470 0.58 0.75 -1.18
H 1.3910 42.3780 12.6340 0.94 0.18 0.82
H 0.4520 40.6000 14.4010 0.59 0.26 -0.41
C 0.5150 37.6630 11.0150 2.25 0.41 -3.45
C 0.4970 38.1760 9.4980 5.35 -2.49 2.79
C 1.9380 37.9400 9.1840 -5.56 0.53 2.26
N 2.5630 37.4120 10.2870 6.11 0.77 -4.21
C 1.9200 37.1920 11.3740 -7.40 0.35 3.97
H -0.4250 37.6510 11.5060 -0.23 -0.35 1.00
H -0.1830 38.5130 8.6620 0.42 -0.43 1.80
H 2.3500 38.1830 8.2530 1.28 0.01 -0.77
H 3.6200 37.4080 10.2220 -1.82 -0.37 0.34
H 2.2120 36.6830 12.4710 -0.38 1.67 -3.73
C 0.7680 46.4000 9.2520 -2.22 2.59 6.91
C 1.8340 46.3670 10.3190 -7.34 4.10 2.16
C 1.3490 46.8940 11.6420 -1.52 -1.39 -4.31
N -0.1320 47.1410 11.4250 9.14 -3.72 -6.82
C -0.4500 46.9310 10.0910 1.74 -0.67 -0.91
H 0.8450 46.0650 8.2290 -0.29 0.17 0.18
H 2.6660 45.9160 10.0590 4.65 -0.97 -0.52
H 1.9170 47.1490 12.5780 -0.97 -0.46 -1.14
H -0.5740 47.4960 12.1220 -4.22 2.89 4.87
H -1.5180 47.2100 9.8880 1.34 -0.66 -0.48
C 5.7480 42.7710 15.6610 -15.11 0.01 3.36
C 5.0380 42.5540 17.1060 -0.68 0.47 -2.97
C 3.6010 42.5500 16.9420 4.59 0.67 -4.11
N 3.3200 42.7470 15.5650 6.73 0.57 0.54
C 4.5190 42.9790 14.7840 2.68 -2.09 6.02
H 6.6730 42.8040 15.5050 7.40 0.38 -1.54
H 5.5760 42.4800 18.0740 -0.55 -0.08 -0.94
H 2.7520 42.4390 17.5100 -1.28 -0.28 1.78
H 2.4890 42.8360 15.1040 -2.62 0.13 -0.62
H 4.5790 43.0680 13.7440 -0.64 0.24 -1.21
C 3.7960 43.1940 11.2000 -3.61 0.25 -1.20
C 3.7700 41.7660 11.5480 -5.20 2.40 -4.26
C 2.5250 41.1810 10.8890 1.17 -0.02 -0.12
N 1.9230 42.2050 10.2130 6.18 1.76 1.15
C 2.5210 43.4780 10.3550 3.15 -1.60 1.62
H 4.4270 44.0620 11.6130 -0.82 -1.84 -0.85
H 4.4410 41.2900 12.1260 2.04 -1.70 1.84
H 1.9230 40.1420 10.6380 2.21 2.39 1.32
H 1.0070 42.2020 9.9370 -1.13 -1.11 -1.86
H 2.0270 44.5000 9.9290 2.33 -3.86 0.99
```
Positions in Å, forces in eV/Å.

Summary:
E_tot   -51448.34689 eV
Orbital gap   8.2 eV
Charge   0
SMILES   c1cc[nH]c1.c1cc[nH]c1.c1cc[nH]c1.c1cc[nH]c1.c1cc[nH]c1.c1cc[nH]c1.c1cc[nH]c1.c1cc[nH]c1.c1cc[nH]c1
Energy above the lowest of the compared OMol25 structures with the same formula, charge and spin   2217.8 kJ/mol

Calculated atomic charges, method Mulliken, unit e: 0.451 -0.680 -0.405 0.010 -0.808 0.058 0.330 0.291 0.243 0.605 -1.071 -0.467 -0.498 0.620 -0.312 0.478 0.563 0.415 0.579 0.353 -0.737 -0.352 -0.507 -0.249 -0.375 0.264 0.235 0.298 0.268 0.576 -0.094 -1.089 -0.088 0.013 -0.621 0.374 0.658 0.319 0.648 0.305 -0.748 -0.500 -0.364 0.294 -0.792 0.402 0.314 0.397 -0.192 0.490 -0.602 -0.212 -0.646 -0.031 -0.431 0.450 0.384 0.522 0.285 0.278 -0.684 0.218 -1.354 0.077 -0.492 0.431 1.019 0.522 0.035 0.373 -1.162 -0.668 -0.383 -0.032 -0.827 0.689 0.329 0.520 0.733 0.878 -0.305 -1.503 0.165 0.347 1.854 -0.168 0.782 -0.623 0.126 -0.797